No. 1
Density functional theory data (the ωB97M-V functional and the def2-TZVPD basis) for C51H35F3IN7O9SSbZr as an isolated structure.

Geometry as XYZ:
```
109
Properties=species:S:1:pos:R:3:forces:R:3
Zr 0.089 0.409 0.935 -0.3 -0.6 0.6
C -0.298 -4.111 2.802 0.0 0.0 0.0
C -1.195 -3.656 3.771 0.0 -0.1 -0.1
C -1.109 -2.346 4.179 0.0 0.2 0.0
C -0.167 -1.465 3.619 -0.3 0.1 0.0
C 0.714 -1.904 2.621 0.4 0.0 0.4
C 0.633 -3.258 2.257 0.1 -0.1 0.0
C -0.171 -0.065 4.097 0.1 0.0 0.0
C -0.332 0.146 5.492 0.1 -0.1 0.1
C -0.344 1.400 6.000 0.0 0.0 0.1
C -0.250 2.504 5.129 0.0 0.0 0.0
C -0.285 3.835 5.606 0.0 0.0 0.0
C -0.238 4.884 4.737 0.0 0.0 -0.1
C -0.192 4.629 3.351 0.0 0.1 0.0
C -0.155 3.353 2.876 0.0 -0.2 -0.1
C -0.137 2.245 3.749 0.1 -0.1 -0.1
N -0.038 0.952 3.255 -0.2 0.2 0.5
H -0.337 -5.142 2.466 0.0 0.0 0.0
H -1.953 -4.314 4.176 0.0 0.0 0.0
H -1.809 -1.972 4.917 0.0 0.0 0.0
H 1.324 -3.620 1.508 0.0 0.0 0.0
H -0.389 -0.718 6.137 0.0 0.0 0.0
H -0.431 1.569 7.067 0.0 0.0 0.0
H -0.368 4.001 6.675 0.0 0.0 -0.1
H -0.267 5.904 5.101 0.0 0.0 0.0
H -0.222 5.450 2.642 0.0 -0.1 0.1
H -0.204 3.202 1.813 0.1 0.0 -0.1
N 2.897 2.992 -6.219 0.0 -0.1 0.2
C 2.340 2.915 -4.956 0.0 0.0 -0.1
C 3.023 3.430 -3.849 0.1 0.0 0.0
C 2.487 3.335 -2.586 -0.1 -0.2 0.0
C 1.262 2.694 -2.412 0.0 0.0 0.0
C 0.575 2.168 -3.497 0.0 0.0 0.0
C 1.112 2.283 -4.764 0.0 0.1 -0.1
S 0.476 2.684 -0.854 0.0 0.5 -0.1
O -0.567 1.629 -0.916 0.1 0.3 0.0
O 0.014 4.006 -0.553 0.0 0.0 0.0
N 1.380 2.040 0.301 0.5 1.0 0.2
C 2.368 2.741 0.998 -0.1 -0.1 -0.4
N 2.886 3.847 0.479 0.1 0.1 0.0
C 3.842 4.443 1.187 -0.1 0.0 -0.2
C 4.291 3.954 2.395 0.0 0.0 0.1
C 3.659 2.808 2.851 0.0 0.0 0.1
N 2.697 2.207 2.171 0.0 -0.2 0.2
H 3.642 3.647 -6.370 0.0 0.0 0.0
H 2.304 2.815 -7.008 0.0 0.0 0.0
H 3.992 3.898 -3.992 0.0 0.0 0.0
H 3.009 3.727 -1.726 0.0 0.0 0.0
H -0.378 1.672 -3.346 0.1 0.0 0.0
H 0.594 1.852 -5.613 0.0 0.0 0.1
H 4.258 5.349 0.755 0.0 0.0 0.0
H 5.088 4.429 2.950 0.0 0.0 0.0
H 3.922 2.360 3.804 0.0 0.0 0.0
O -2.431 -2.949 0.446 0.1 -0.1 0.0
C -2.163 -1.810 0.753 0.1 0.1 0.0
O -0.970 -1.279 0.602 -0.5 -0.5 -0.3
C -3.220 -0.909 1.319 0.2 0.1 -0.1
C -4.442 -1.491 1.562 -0.1 -0.2 0.0
C -5.502 -0.731 2.017 -0.1 0.0 -0.1
C -5.360 0.623 2.216 -0.1 0.2 0.1
C -4.136 1.218 1.996 0.0 0.0 0.1
C -3.000 0.482 1.541 0.1 0.2 0.1
O -1.860 1.042 1.305 -0.6 0.0 0.3
N -4.085 2.664 2.269 0.0 0.2 -0.5
O -5.134 3.290 2.186 0.2 -0.2 0.1
O -3.015 3.173 2.528 0.0 -0.2 0.2
N -6.791 -1.368 2.294 0.1 -0.1 0.4
O -6.861 -2.578 2.186 0.0 0.1 -0.1
O -7.712 -0.663 2.673 0.1 0.0 -0.2
H -4.556 -2.549 1.377 0.0 0.0 0.0
H -6.191 1.219 2.556 0.0 0.0 0.0
F 2.741 -1.111 -7.691 0.0 0.0 0.0
C 2.359 -1.071 -6.391 0.0 0.0 0.0
C 1.023 -0.938 -6.093 -0.1 0.0 0.1
C 0.643 -0.898 -4.755 0.2 0.0 0.0
C 1.576 -0.997 -3.720 -0.1 0.2 0.0
C 2.917 -1.118 -4.075 0.0 -0.1 -0.1
C 3.318 -1.158 -5.407 0.1 0.0 0.1
Sb 0.872 -1.011 -1.641 0.0 -1.3 -1.3
C -1.130 -1.619 -2.401 0.0 0.3 0.3
C -2.255 -0.837 -2.133 0.0 -0.1 -0.2
C -3.533 -1.216 -2.541 0.1 0.1 0.1
C -3.673 -2.397 -3.231 0.1 0.0 0.0
F -4.905 -2.784 -3.634 -0.1 0.0 0.0
C -2.592 -3.199 -3.535 0.0 -0.1 0.0
C -1.331 -2.798 -3.116 0.1 0.0 -0.1
C 1.438 -3.063 -1.290 -0.1 0.0 0.2
C 2.751 -3.510 -1.418 0.0 0.0 -0.1
C 3.086 -4.838 -1.177 0.0 0.1 0.0
C 2.087 -5.712 -0.802 0.0 0.0 0.0
F 2.408 -7.008 -0.570 0.0 -0.1 0.0
C 0.778 -5.311 -0.647 -0.1 0.1 0.0
C 0.460 -3.977 -0.887 0.1 0.0 0.0
H 0.293 -0.863 -6.891 0.0 0.0 0.0
H -0.406 -0.778 -4.532 -0.1 0.0 0.0
H 3.681 -1.160 -3.310 0.0 0.0 0.0
H 4.363 -1.248 -5.675 0.0 0.0 0.0
H -2.160 0.097 -1.598 0.0 0.1 0.1
H -4.404 -0.611 -2.318 0.0 0.0 0.0
H -2.745 -4.120 -4.086 0.0 0.1 0.0
H -0.482 -3.426 -3.363 0.0 0.0 0.0
H 3.540 -2.818 -1.691 0.0 0.0 0.0
H 4.106 -5.190 -1.269 0.0 0.0 0.0
H 0.024 -6.021 -0.330 0.0 0.0 0.0
H -0.562 -3.659 -0.719 0.0 0.0 0.0
I 3.952 -0.028 -0.928 0.4 0.2 0.2
C 1.645 -0.998 1.936 -0.7 0.0 -0.2
H 2.348 -1.536 1.312 0.1 0.1 -0.1
H 2.154 -0.290 2.587 0.1 0.0 0.1
```
Forces are in eV/Å.

Summary:
total charge = -1
relative energy (zero: lowest compared OMol25 entry of this formula, charge and spin) = 0.0000 eV
HOMO level = -5.04 eV
max |F| = 1.82 eV/Å
spin multiplicity = 1
total energy = -4307.8518 a.u.

---

No. 2
Density functional theory data (the ωB97M-V functional and the def2-TZVPD basis) for a 2-piece molecular cluster, C2HNO4 overall.

Geometry as XYZ:
```
8
Properties=species:S:1:pos:R:3:forces:R:3
C -2.169 -0.098 -0.506 -0.1 0.6 1.1
C 0.948 -0.131 0.633 -0.9 0.1 2.9
N 1.801 -0.050 -0.403 1.5 -0.9 -2.6
O -3.015 0.523 -0.062 -2.2 1.1 0.3
O -1.226 -0.654 -0.803 1.9 -1.8 -1.6
O 2.695 0.639 -0.816 -0.7 -0.4 1.4
O 0.641 -0.963 1.466 1.2 0.3 -1.2
H 0.325 0.734 0.490 -0.7 1.0 -0.2
```
Forces are in eV/Å.

Summary:
total charge = 0
relative energy (zero: lowest compared OMol25 entry of this formula, charge and spin) = 2.6527 eV
HOMO level (spin up / spin down) = -9.80 / -9.83 eV
max |F| = 3.14 eV/Å
SMILES = O=CN=O.O=C=O
spin multiplicity = 1
total energy = -432.4155 a.u.

---

No. 3
Density functional theory data (the ωB97M-V functional and the def2-TZVPD basis) for C22H36O3P2Pb as an isolated structure.

Geometry as XYZ:
```
64
Properties=species:S:1:pos:R:3:forces:R:3
P -0.720 -2.390 -1.184 0.0 -0.6 -3.9
P 0.182 1.054 -2.863 0.7 -1.0 -7.3
C -1.277 -1.460 -2.757 -0.1 -0.5 0.2
C -0.316 -0.591 -3.570 0.3 -0.4 0.1
H -2.192 -0.899 -2.501 0.2 -0.2 -0.2
H -1.558 -2.286 -3.429 -0.2 0.4 0.1
H 0.600 -1.135 -3.856 -0.3 0.1 0.3
H -0.824 -0.337 -4.519 0.3 0.0 0.5
C -1.089 1.948 -3.985 -1.1 0.0 0.2
H -1.016 3.036 -3.876 -0.1 -0.2 0.0
H -2.103 1.624 -3.736 -0.1 0.1 0.0
H -0.908 1.688 -5.035 -0.1 0.1 0.4
C 1.377 1.814 -4.169 1.2 1.1 -0.5
H 1.042 1.594 -5.193 -0.3 -0.1 0.6
H 2.426 1.483 -4.126 -0.5 0.0 0.4
H 1.391 2.910 -4.063 0.0 -0.4 -0.2
C -1.984 -3.773 -1.421 0.4 0.2 0.0
H -1.783 -4.537 -0.671 0.1 -0.3 -0.1
H -1.848 -4.191 -2.445 -0.2 0.2 0.8
H -3.012 -3.440 -1.252 0.2 0.1 -0.3
C 0.677 -3.314 -1.955 0.1 -0.3 0.1
H 1.475 -2.696 -2.369 -0.1 0.0 0.0
H 0.267 -3.929 -2.762 0.2 0.1 0.1
H 1.128 -3.984 -1.224 0.0 0.0 0.1
Pb -1.933 -2.176 1.097 -0.5 1.0 3.4
C 0.534 2.758 -1.710 -1.0 1.5 2.8
C -0.613 1.936 -1.432 0.4 1.4 2.1
C -0.719 0.928 -0.273 1.5 -0.9 0.0
C 0.632 0.164 0.054 -0.6 -0.7 0.5
C 1.497 -0.385 -1.015 0.6 0.7 2.1
C 1.878 0.428 -2.098 -0.6 -2.5 0.6
C 2.735 1.491 -1.439 0.2 0.4 0.4
C 1.836 2.658 -0.983 0.2 0.4 -0.1
C 0.063 -3.074 1.780 -0.5 -0.3 0.0
H 0.365 3.716 -2.216 -0.1 -0.7 -0.3
H -1.603 2.318 -1.716 0.6 -0.1 -0.2
H -1.494 0.172 -0.481 0.3 0.4 -0.2
H -1.049 1.428 0.646 0.2 0.2 -0.2
H 1.233 0.824 0.701 0.2 -0.2 -0.1
H 0.469 -0.676 0.740 -0.4 0.5 0.0
H 2.025 -1.314 -0.732 -0.5 0.2 -0.6
H 2.400 -0.149 -2.866 -0.1 0.3 0.0
H 3.507 1.834 -2.121 0.0 -0.2 -0.3
H 3.260 1.062 -0.570 0.0 0.4 -0.3
H 1.703 2.569 0.096 -0.3 0.3 -0.1
H 2.377 3.581 -1.167 0.0 0.1 0.1
H 0.937 -2.410 1.968 -0.9 -0.4 0.0
H 0.341 -3.907 1.115 0.0 0.1 0.5
H -0.432 -3.426 2.711 1.2 -0.1 -0.2
O 1.118 1.512 4.200 -0.1 -0.4 -1.2
C 0.204 1.268 5.144 -0.8 -0.4 0.6
C 0.356 1.830 6.422 0.5 0.2 -0.6
C -0.563 1.562 7.411 -0.3 -0.1 0.3
C -1.651 0.712 7.171 -0.3 -0.3 -0.6
C -1.819 0.134 5.908 0.1 0.5 0.9
C -0.910 0.413 4.891 0.6 0.1 -0.2
C -1.042 -0.258 3.575 -0.5 -0.1 1.3
O -2.013 -1.064 3.403 0.7 0.1 -1.5
O -0.142 -0.017 2.711 -0.5 -0.4 -1.4
H 0.791 0.947 3.395 0.5 0.8 1.2
H 1.233 2.468 6.588 -0.4 -0.3 0.0
H -0.432 2.008 8.401 -0.1 -0.2 -0.4
H -2.371 0.490 7.953 0.2 0.1 -0.1
H -2.644 -0.541 5.694 0.1 0.2 0.1
```
Forces are in eV/Å.

Summary:
total charge = +2
relative energy (zero: lowest compared OMol25 entry of this formula, charge and spin) = 4.7486 eV
HOMO level = -11.70 eV
max |F| = 7.43 eV/Å
spin multiplicity = 1
total energy = -1960.2980 a.u.

---

No. 4
Density functional theory data (the ωB97M-V functional and the def2-TZVPD basis) for C26H27N11NbO16P2SSe as an isolated structure.

Geometry as XYZ:
```
85
Properties=species:S:1:pos:R:3:forces:R:3
Nb -0.020 -0.638 -0.755 3.6 2.9 -2.3
N 5.425 1.307 5.711 -1.8 0.4 -1.5
C 4.591 0.818 4.702 0.3 -6.1 1.9
C 4.596 -0.744 4.525 0.5 4.9 -1.7
C 3.999 -1.289 3.385 4.3 -2.5 2.6
C 3.252 -0.530 2.575 -2.6 3.3 -0.8
C 3.133 0.888 2.881 -2.7 -1.4 -0.4
C 3.505 1.450 4.091 0.9 1.8 1.2
S 1.820 -1.511 1.896 5.6 -2.3 -3.9
O 2.348 -2.858 1.787 -1.0 0.5 1.7
O 0.626 -1.319 2.693 -0.2 0.8 -0.6
N 1.942 -1.268 -0.032 -4.2 1.5 1.6
C 3.138 -1.545 -0.633 4.8 -0.7 0.6
N 3.792 -2.769 -0.567 -1.8 -0.3 -1.4
C 4.914 -2.996 -1.273 -0.2 0.5 0.3
C 5.746 -1.937 -1.640 -1.3 0.0 -0.2
C 5.119 -0.703 -1.531 -1.1 0.5 0.1
N 3.839 -0.509 -1.163 0.0 0.0 0.2
H 6.259 0.875 6.124 -1.3 0.2 -0.4
H 4.891 2.065 6.090 1.1 0.7 1.1
H 5.295 -1.254 5.150 0.4 -0.5 0.1
H 4.563 -2.242 3.118 -2.2 0.5 0.2
H 2.473 1.506 2.265 0.2 -0.4 0.1
H 2.998 2.387 4.632 1.4 -1.6 -2.0
H 5.185 -4.032 -1.612 -0.4 0.8 1.1
H 6.697 -2.059 -2.127 0.2 0.0 0.1
H 5.608 0.232 -1.771 0.2 -0.1 -0.2
C -0.571 4.350 1.655 0.2 1.3 1.9
C -0.946 3.118 0.920 1.6 -1.6 -1.2
O -2.089 3.344 0.052 1.1 -1.2 0.9
P -1.019 1.492 2.004 -0.7 1.0 -1.8
O 0.344 1.278 2.807 -1.7 -0.9 -0.3
O -2.218 1.747 3.024 -0.2 -1.6 0.8
O -1.373 0.318 1.118 0.8 0.0 0.4
P 0.809 2.817 -0.067 0.7 -1.4 -0.7
O 0.896 3.576 -1.517 0.0 1.4 1.1
O 1.983 2.950 0.869 -1.7 0.7 -1.0
O 0.634 1.392 -0.650 -0.9 -1.6 0.3
H -1.354 4.800 2.319 0.4 -0.4 -0.8
H -0.260 5.054 0.891 -0.3 0.6 0.0
H 0.352 4.243 2.300 -1.0 -0.4 -0.8
H -2.238 2.572 -0.552 0.5 0.8 0.8
H 0.372 0.248 2.906 0.4 1.2 0.0
H -2.545 0.866 3.409 0.5 1.7 -0.7
H 1.205 4.519 -1.660 -0.5 -1.6 0.7
O -0.974 -3.563 -1.483 -0.3 0.9 3.9
C -1.131 -3.190 -0.280 -0.3 0.0 -3.4
O -0.481 -2.221 0.351 -1.2 -1.4 -1.3
C -2.303 -3.617 0.528 -1.1 -1.1 0.9
C -2.733 -2.777 1.562 -1.7 -1.8 0.4
C -3.730 -3.329 2.477 2.3 -0.2 -2.6
C -4.133 -4.642 2.457 -1.1 -1.2 -0.4
C -3.816 -5.395 1.314 1.7 2.8 -0.4
C -2.962 -4.872 0.323 0.5 1.1 0.8
N -4.160 -6.741 1.112 0.0 -3.5 -2.0
O -4.708 -7.419 1.991 0.8 1.4 -1.4
O -3.797 -7.189 -0.032 -1.6 0.1 3.2
N -4.028 -2.495 3.552 1.7 3.3 2.3
O -4.635 -2.927 4.514 0.0 0.6 -0.7
O -3.450 -1.348 3.505 -2.2 -2.3 0.8
H -2.412 -1.747 1.718 0.2 -0.5 -0.2
H -4.759 -5.140 3.217 0.4 0.7 -0.3
H -2.768 -5.483 -0.552 0.3 0.3 0.2
N -5.373 -1.201 -3.796 -1.9 -0.3 -1.0
C -4.249 -0.986 -3.161 0.9 1.9 1.3
N -3.388 -2.018 -2.962 -1.1 0.4 -0.5
N -4.100 0.281 -2.690 1.3 -1.4 0.0
C -2.929 0.357 -2.104 0.1 0.1 0.7
N -1.934 0.308 -1.498 -0.7 0.0 -0.4
H -5.384 -2.102 -4.220 -0.9 -0.3 -0.5
H -6.137 -0.498 -3.957 1.8 -1.1 0.3
H -3.595 -2.927 -3.359 0.3 0.3 0.2
H -2.540 -1.896 -2.438 0.3 -0.1 -0.2
Se -1.897 2.703 -5.958 -0.1 -0.8 -0.6
C -0.748 4.188 -5.968 -0.1 -0.8 1.2
C 0.643 4.145 -6.135 0.9 1.5 0.2
C 1.394 5.272 -5.669 -0.5 -1.4 -1.7
N 0.845 6.380 -5.211 -0.2 0.6 0.1
C -0.495 6.448 -5.150 -0.6 -1.0 0.2
C -1.329 5.334 -5.423 0.3 1.8 0.1
H 1.135 3.298 -6.628 -0.2 0.3 0.5
H 2.481 5.341 -5.833 -0.4 -0.4 0.3
H -0.840 7.430 -4.811 -0.4 -0.4 0.0
H -2.429 5.249 -5.226 1.2 0.7 -0.2
O 0.136 -1.019 -2.429 -0.1 0.2 2.9
```
Forces are in eV/Å.

Summary:
total charge = -1
HOMO level = -3.02 eV
max |F| = 7.23 eV/Å
spin multiplicity = 1
total energy = -6352.4133 a.u.

---

No. 5
Density functional theory data (the ωB97M-V functional and the def2-TZVPD basis) for a 2-piece molecular cluster, C4H12NO overall.

Geometry as XYZ:
```
18
Properties=species:S:1:pos:R:3:forces:R:3
C -1.260 -0.997 -0.857 0.6 -1.3 -0.2
C 0.244 -1.210 -0.854 1.4 0.5 -0.4
C 1.027 0.076 -0.694 -1.0 -0.3 -0.3
C 2.102 0.313 0.053 0.1 -0.5 0.2
N -1.730 -0.713 0.479 0.6 1.2 0.5
H -1.546 -0.205 -1.547 -0.1 0.0 0.0
H -1.599 -1.971 -1.237 -0.6 0.3 -0.1
H 0.506 -1.911 -0.062 0.1 -0.1 -0.1
H 0.550 -1.640 -1.808 -0.2 -0.2 -0.1
H 0.593 0.841 -1.342 -0.1 0.6 0.7
H 2.383 1.289 0.376 0.6 0.9 -0.7
H 2.816 -0.450 0.330 -0.5 -0.4 0.7
H -1.474 -1.386 1.180 0.2 -0.5 -0.1
H 0.141 1.027 1.254 -1.5 -0.7 -1.3
H -2.717 -0.616 0.523 -0.9 0.1 0.0
H 0.710 2.327 1.824 -0.5 0.7 -0.2
H -0.747 2.653 1.126 -0.7 -0.7 -0.1
O -0.044 2.006 1.285 2.5 0.6 1.5
```
Forces are in eV/Å.

Summary:
total charge = +1
relative energy (zero: lowest compared OMol25 entry of this formula, charge and spin) = 3.5795 eV
HOMO level = -13.21 eV
max |F| = 2.93 eV/Å
spin multiplicity = 1
total energy = -289.2433 a.u.

---

> What is the formula in the third record?

C22H36O3P2Pb